No. 1
{"formula": "C3H12NO", "method": "wB97M-V/def2-TZVPD", "total_charge": 1, "total_energy_ha": -251.1743, "orbital_gap_ev": 11.925, "e_above_lowest_kcal_mol": 60.3, "species": ["C", "O", "H", "H", "H", "H", "C", "C", "N", "H", "H", "H", "H", "H", "H", "H", "H"], "xyz": [[-1.439, -1.861, -1.121], [-1.645, -1.046, 0.208], [-1.438, -2.999, -0.959], [-0.517, -1.624, -1.729], [-2.170, -1.620, -1.842], [-2.273, -1.721, 0.590], [1.370, 1.915, -0.547], [1.577, 0.781, 0.360], [0.302, 0.441, 1.046], [2.459, 2.311, -0.739], [0.664, 2.649, -0.142], [0.751, 1.577, -1.347], [2.249, 1.114, 1.258], [2.120, -0.049, -0.015], [0.574, 0.291, 2.020], [-0.497, 0.978, 0.910], [0.082, -0.633, 0.857]], "atomic_forces_ev_per_a": [[1.5, -0.6, 0.6], [-0.5, -3.6, -2.4], [0.0, 1.8, 0.2], [-0.4, 0.1, 1.6], [-1.5, 0.4, -0.2], [0.7, 1.5, 0.1], [1.5, 1.1, -0.3], [1.5, 2.2, 3.7], [2.8, -6.2, 1.0], [-2.6, -0.3, -0.4], [0.9, 0.4, 0.6], [0.5, -0.3, -1.6], [-0.9, -0.3, -1.7], [-0.2, -1.1, -0.7], [-0.8, 1.0, 0.3], [-1.7, 1.2, -0.4], [-0.7, 2.7, -0.3]]}


No. 2
{"formula": "C6H10O", "method": "wB97M-V/def2-TZVPD", "total_charge": 0, "total_energy_ha": -309.6832, "orbital_gap_ev": [6.580, 7.959], "e_above_lowest_kcal_mol": 99.9, "species": ["C", "C", "C", "C", "C", "C", "O", "H", "H", "H", "H", "H", "H", "H", "H", "H", "H"], "xyz": [[0.359, 0.529, -1.393], [1.392, 0.954, 0.810], [0.440, 0.097, -0.032], [-0.965, -0.026, 0.712], [0.448, -1.351, 0.255], [-2.203, 0.012, 0.174], [0.323, -0.351, -2.397], [0.649, -1.207, -2.044], [0.161, 1.549, -1.686], [-0.856, 0.055, 1.785], [2.421, 0.786, 0.491], [1.317, 0.690, 1.866], [1.156, 2.014, 0.702], [-0.138, -2.051, -0.319], [0.941, -1.715, 1.143], [-2.382, 0.008, -0.894], [-3.064, 0.007, 0.827]], "atomic_forces_ev_per_a": [[0.1, 0.8, -0.5], [-0.1, -0.3, 0.0], [-1.1, -0.1, 1.5], [0.8, 0.7, 0.0], [0.2, -0.1, 0.0], [0.2, -0.2, -0.1], [0.1, -1.1, -0.6], [-0.2, 0.4, -0.3], [0.0, 0.0, 0.1], [-0.1, -0.1, 0.1], [0.0, 0.0, 0.0], [0.0, 0.0, 0.0], [0.0, -0.1, 0.0], [0.1, 0.0, -0.1], [0.0, 0.0, 0.0], [0.1, 0.1, 0.0], [0.0, 0.0, 0.0]]}


No. 3
{"formula": "H14O7", "method": "wB97M-V/def2-TZVPD", "total_charge": 0, "total_energy_ha": -535.0425, "orbital_gap_ev": 10.687, "smiles": "O.O.O.O.O.O.O", "e_above_lowest_kcal_mol": 51.1, "species": ["O", "H", "H", "O", "H", "H", "O", "H", "H", "O", "H", "H", "O", "H", "H", "O", "H", "H", "O", "H", "H"], "xyz": [[4.458, 3.603, 19.036], [4.623, 3.879, 18.137], [3.766, 4.158, 19.373], [2.258, 8.621, 16.932], [2.514, 8.581, 16.037], [1.508, 9.261, 17.001], [7.019, 7.509, 17.175], [7.184, 6.914, 16.394], [7.099, 7.014, 17.949], [2.398, 4.792, 17.146], [2.973, 5.429, 17.482], [2.210, 5.224, 16.343], [-0.320, 7.532, 17.175], [-0.406, 8.263, 16.539], [0.656, 7.518, 17.330], [5.437, 9.856, 17.366], [6.384, 9.886, 17.454], [5.175, 10.550, 17.910], [3.936, 6.909, 18.258], [3.240, 7.525, 18.043], [4.617, 7.539, 18.142]], "atomic_forces_ev_per_a": [[0.8, -0.7, 0.3], [-0.2, 0.2, -0.3], [-0.5, 0.5, 0.0], [-1.5, 1.0, 1.8], [0.5, 0.1, -1.7], [1.1, -0.6, -0.1], [0.1, 0.7, -3.2], [-0.2, 0.8, 1.5], [0.3, -1.6, 1.8], [-1.0, -1.9, 0.1], [2.0, 1.6, 1.7], [-0.9, 0.3, -1.9], [1.0, 0.6, -0.2], [-0.3, -0.5, 0.2], [-1.1, -0.3, -0.1], [0.2, -1.5, -1.2], [0.7, -0.5, -0.2], [-1.1, 2.0, 1.4], [-0.7, -0.7, 0.3], [-1.2, 0.1, 0.0], [2.2, 0.7, -0.2]]}


No. 4
{"formula": "C17H33AgF5Li2N2O17P2S3", "method": "wB97M-V/def2-TZVPD", "total_charge": 1, "total_energy_ha": -4594.9008, "orbital_gap_ev": 8.322, "species": ["Li", "Li", "Ag", "O", "P", "O", "F", "F", "O", "P", "O", "F", "F", "C", "N", "O", "O", "H", "H", "H", "C", "N", "O", "O", "H", "H", "H", "C", "C", "C", "S", "O", "O", "C", "H", "H", "H", "H", "H", "H", "H", "H", "C", "C", "C", "S", "O", "O", "C", "H", "H", "H", "H", "H", "H", "H", "H", "C", "C", "C", "S", "O", "O", "C", "H", "H", "H", "H", "H", "H", "H", "H", "C", "C", "O", "C", "O", "O", "F", "H", "H", "H"], "xyz": [[1.923, -1.382, -0.341], [1.671, 2.435, 3.066], [2.625, 3.971, -0.376], [3.430, -0.393, 0.077], [3.697, 0.732, 0.987], [2.814, 1.215, 2.064], [3.912, 2.036, 0.051], [5.114, 0.501, 1.530], [0.538, -0.022, -0.293], [0.094, 1.307, 0.143], [0.071, 1.638, 1.573], [-1.271, 1.662, -0.507], [1.133, 2.282, -0.614], [-4.600, 0.749, 0.125], [-3.887, 0.699, 1.426], [-3.986, -0.333, 2.069], [-3.137, 1.606, 1.690], [-4.799, -0.233, -0.279], [-4.039, 1.420, -0.516], [-5.548, 1.247, 0.339], [3.283, 1.287, -3.257], [2.282, 1.829, -4.221], [1.226, 2.218, -3.754], [2.590, 1.885, -5.388], [4.121, 1.971, -3.150], [3.667, 0.401, -3.757], [2.780, 1.080, -2.320], [-0.461, -0.129, 5.288], [-0.814, 0.550, 6.644], [-0.674, 2.048, 6.471], [-1.081, 2.373, 4.729], [0.107, 2.966, 4.124], [-2.331, 3.049, 4.561], [-1.286, 0.653, 4.292], [-0.657, -1.194, 5.375], [0.616, 0.008, 5.138], [-0.202, 0.127, 7.441], [-1.830, 0.228, 6.892], [0.395, 2.245, 6.564], [-1.269, 2.716, 7.085], [-1.092, 0.532, 3.231], [-2.326, 0.359, 4.444], [-2.008, -2.818, 0.297], [-1.811, -4.304, 0.526], [-0.285, -4.479, 0.641], [0.120, -3.181, 1.831], [1.292, -2.470, 1.347], [0.122, -3.690, 3.173], [-1.335, -2.154, 1.493], [-3.071, -2.569, 0.325], [-1.567, -2.364, -0.590], [-2.180, -4.947, -0.270], [-2.244, -4.605, 1.484], [0.037, -4.089, -0.325], [0.152, -5.399, 1.008], [-0.961, -1.142, 1.369], [-1.907, -2.225, 2.420], [2.532, -4.209, -4.674], [2.493, -2.741, -5.053], [1.096, -2.210, -4.685], [0.743, -3.016, -3.098], [-0.551, -3.625, -3.025], [1.232, -2.140, -2.047], [1.975, -4.330, -3.262], [3.536, -4.630, -4.677], [1.913, -4.822, -5.331], [2.628, -2.651, -6.130], [3.216, -2.092, -4.558], [0.414, -2.665, -5.402], [1.025, -1.148, -4.481], [1.474, -5.258, -3.001], [2.742, -4.091, -2.526], [-1.667, 4.251, -2.336], [-1.985, 5.703, -2.652], [-1.228, 6.398, -1.669], [-0.175, 5.627, -1.360], [0.773, 5.983, -0.729], [-0.334, 4.367, -1.813], [-3.282, 5.992, -2.481], [-1.732, 3.566, -3.175], [-2.331, 3.883, -1.551], [-1.661, 5.958, -3.662]], "atomic_forces_ev_per_a": [[-0.6, 0.0, 0.3], [-0.7, -0.8, -0.5], [-0.4, 0.8, -0.1], [-0.2, 0.2, -0.2], [-0.5, -0.7, -0.1], [0.0, 0.5, 0.4], [0.6, 0.0, 0.0], [0.6, 0.5, 0.2], [-0.4, -0.4, -0.5], [0.9, -1.4, 1.0], [0.0, 1.0, 0.2], [0.1, 0.5, -0.5], [-0.7, 0.3, -0.1], [-0.8, 1.1, 0.2], [1.0, -1.2, -0.6], [-0.3, 0.2, 0.2], [-0.3, 0.4, 0.3], [0.3, -0.2, 0.1], [0.2, -0.2, -0.1], [0.0, -0.1, 0.0], [0.1, -0.6, -0.4], [0.1, 0.6, 0.4], [-0.1, 0.0, 0.0], [0.0, -0.2, -0.1], [-0.2, 0.3, -0.1], [0.0, -0.1, 0.3], [0.0, -0.1, 0.0], [0.8, 0.9, 1.1], [-0.7, -1.2, 0.0], [0.6, -0.1, -0.4], [-0.6, -0.7, 0.6], [0.6, -0.2, -0.2], [0.1, 0.4, 0.1], [-0.2, -0.8, -0.5], [-0.2, 0.0, -0.4], [-0.1, -0.2, -0.3], [0.2, 0.4, 0.0], [-0.1, 0.4, 0.0], [-0.1, 0.5, 0.0], [0.0, -0.1, 0.1], [0.3, 0.1, -0.1], [-0.2, 0.6, 0.0], [-0.6, 0.8, 0.8], [0.7, -0.9, 0.0], [-0.7, 1.3, 0.1], [0.1, 0.2, -1.1], [0.4, 0.0, 0.0], [-0.1, 0.0, 0.1], [0.5, -0.3, 1.0], [0.0, 0.0, -0.2], [0.0, -0.6, -0.3], [-0.2, 0.1, 0.0], [-0.4, 0.0, -0.2], [0.9, -0.5, 0.1], [-0.1, -0.2, -0.3], [-0.1, 0.0, -0.2], [-0.2, 0.1, -0.2], [0.0, -0.6, 0.7], [-0.4, 0.8, -0.4], [0.1, -1.2, 0.5], [1.6, -0.8, -0.5], [-0.6, 0.4, 0.2], [-0.3, 0.2, 0.1], [-0.1, 0.5, 0.4], [0.0, 0.1, -0.2], [0.0, 0.2, -0.3], [0.1, 0.2, 0.0], [0.4, -0.5, 0.1], [-0.5, 0.6, 0.1], [-0.2, 0.1, -0.5], [0.1, -0.1, -0.1], [0.0, -0.1, 0.1], [-0.5, 0.0, 0.4], [-0.1, -0.7, -0.1], [0.5, 0.1, -0.3], [-0.7, -0.6, 0.0], [0.9, -0.2, 0.3], [0.0, 0.2, -0.1], [-0.1, 0.1, 0.0], [0.4, 0.1, -0.1], [0.0, 0.1, 0.1], [-0.1, 0.5, 0.1]]}


No. 5
{"formula": "C4H12AsBIO6", "method": "wB97M-V/def2-TZVPD", "total_charge": -1, "total_energy_ha": -3169.4995, "orbital_gap_ev": 6.983, "species": ["O", "B", "O", "O", "As", "I", "H", "H", "H", "H", "H", "H", "C", "C", "C", "O", "C", "O", "O", "H", "H", "H", "H", "H", "H"], "xyz": [[-4.047, -3.200, 2.970], [-3.126, -2.460, 2.192], [-1.849, -2.338, 2.727], [-3.506, -1.918, 1.035], [-2.313, -1.841, -0.473], [-0.722, -1.712, -2.660], [-4.560, -2.584, 3.498], [-1.484, -1.487, 2.466], [-3.411, -2.487, -1.368], [-1.717, -3.248, -0.134], [-1.160, -1.151, 0.344], [-2.850, -0.420, -0.843], [3.985, 2.390, -0.663], [2.689, 1.659, -0.418], [1.883, 1.336, -1.661], [0.548, 1.352, -1.169], [0.494, 2.151, -0.087], [-0.493, 2.527, 0.455], [1.759, 2.482, 0.311], [4.561, 1.885, -1.440], [3.784, 3.414, -0.975], [4.592, 2.429, 0.241], [2.859, 0.754, 0.171], [2.097, 0.360, -2.087], [1.987, 2.105, -2.432]], "atomic_forces_ev_per_a": [[0.1, 0.1, 0.0], [-0.2, -0.2, 0.1], [-0.1, 0.2, 0.5], [0.2, 0.0, -0.6], [-0.9, 0.4, 0.7], [0.5, -0.1, -0.6], [-0.1, -0.1, 0.1], [0.3, -0.2, -0.4], [0.1, -0.1, 0.0], [0.0, 0.1, -0.1], [0.1, 0.0, 0.1], [0.0, -0.1, 0.0], [0.0, 0.1, 0.2], [0.0, 0.0, -0.1], [0.0, -0.2, 0.0], [-0.3, 0.2, 0.0], [0.2, -0.1, 0.0], [0.0, 0.0, 0.0], [0.0, -0.1, 0.1], [0.0, 0.0, 0.0], [0.0, 0.0, -0.1], [0.0, 0.0, 0.0], [0.0, 0.0, 0.0], [-0.1, -0.1, 0.0], [0.0, 0.0, 0.0]]}


No. 6
{"formula": "C3H4N4O", "method": "wB97M-V/def2-TZVPD", "total_charge": 0, "total_energy_ha": -410.8176, "orbital_gap_ev": 10.680, "smiles": "C1Cn2nnnc2O1", "e_above_lowest_kcal_mol": 116.5, "species": ["C", "C", "N", "N", "N", "N", "C", "O", "H", "H", "H", "H"], "xyz": [[0.756, -0.711, 1.063], [-0.970, -0.608, 0.439], [-0.546, 0.263, -0.526], [-1.081, 0.650, -1.677], [-0.413, 1.578, -2.262], [0.804, 1.605, -1.494], [0.705, 0.847, -0.488], [1.580, 0.216, 0.359], [1.124, -1.857, 0.740], [0.925, -0.337, 2.241], [-1.582, -0.041, 1.301], [-1.302, -1.605, 0.307]], "atomic_forces_ev_per_a": [[-0.4, -2.3, 2.2], [2.6, 1.5, 5.9], [1.3, 1.6, -3.3], [-3.3, 0.8, -0.7], [2.2, -2.9, 3.5], [1.4, 2.6, -1.6], [-0.9, -1.8, -0.5], [-1.8, 1.2, -1.0], [-0.8, 3.1, 1.4], [-0.9, -1.8, -3.1], [1.1, -1.5, -2.0], [-0.4, -0.6, -1.0]]}